The following is a DFT calculation (ωB97M-V with the def2-TZVPD basis set) of a single C17H21NO6S molecule in a non-equilibrium geometry.

ORCA input file:
```
! RIJCOSX wB97M-V def2-TZVPD def2/J DEFGRID3
* xyz 0 1
C 0.068 5.789 -2.991
O -0.415 4.697 -2.253
C -0.374 4.908 -0.860
C -0.908 3.665 -0.159
C -0.006 2.458 -0.426
N -0.526 1.256 0.176
C 0.070 0.638 1.217
O 1.126 1.002 1.708
C -0.629 -0.573 1.673
C -0.344 -1.425 2.707
C -1.241 -2.507 2.587
C -2.017 -2.248 1.488
C -2.963 -3.083 0.742
S -2.091 -3.721 -0.797
O -2.600 -2.971 -1.913
O -2.255 -5.148 -0.808
C -0.374 -3.299 -0.530
C 0.112 -2.109 -1.033
C 1.369 -1.666 -0.664
C 2.141 -2.427 0.216
O 3.344 -2.059 0.693
C 3.787 -0.732 0.476
C 1.658 -3.666 0.660
C 0.400 -4.093 0.299
O -1.661 -1.067 0.941
H -0.528 6.691 -2.803
H 1.115 6.003 -2.745
H -0.010 5.515 -4.041
H -0.988 5.784 -0.595
H 0.661 5.110 -0.540
H -0.967 3.854 0.913
H -1.911 3.458 -0.537
H 0.089 2.320 -1.507
H 0.983 2.625 0.008
H -1.403 0.895 -0.165
H 0.418 -1.286 3.445
H -1.305 -3.364 3.225
H -3.812 -2.526 0.356
H -3.279 -3.955 1.304
H -0.512 -1.536 -1.700
H 1.732 -0.726 -1.045
H 3.982 -0.544 -0.583
H 3.061 -0.010 0.861
H 4.718 -0.644 1.033
H 2.284 -4.253 1.312
H -0.001 -5.030 0.651
*
```

LUMO energy   0.47 eV
Energy above the lowest of the compared OMol25 structures with the same formula, charge and spin   4.3 kcal per mole
Total energy   -1564.74297 Eh
HOMO energy   -0.3185 Eh
SMILES   COCCCNC(=O)c1ccc(CS(=O)(=O)c2ccc(OC)cc2)o1


The following is a DFT calculation (ωB97M-V with the def2-TZVPD basis set) of a molecular structure, C17H21O11S2SeSiV.

ORCA input file:
```
! RIJCOSX wB97M-V def2-TZVPD def2/J DEFGRID3
* xyz -1 2
V 0.872 0.978 -0.447
O -0.296 4.044 1.185
C -0.031 2.884 1.344
O 1.039 2.268 0.839
C -0.885 1.939 2.181
C -0.033 0.734 2.615
C -0.754 -0.132 3.640
C -1.830 -0.824 2.769
C -1.542 -0.232 1.396
O -0.095 -0.082 1.411
C -1.992 1.239 1.321
C -2.038 1.597 -0.148
O -3.082 1.805 -0.720
O -0.883 1.517 -0.788
H -1.322 2.486 3.013
H 1.004 0.952 2.835
H -1.169 0.469 4.450
H -0.061 -0.855 4.067
H -2.851 -0.614 3.086
H -1.690 -1.905 2.746
H -1.829 -0.847 0.551
H -2.991 1.395 1.720
O -1.138 -2.290 -0.739
S 0.277 -2.195 -1.010
O 0.769 -3.040 -2.061
O 0.694 -0.773 -1.252
C 1.065 -2.773 0.494
C 0.525 -4.009 0.867
C 0.948 -4.663 2.003
C 1.924 -4.082 2.799
C 2.469 -2.869 2.441
C 2.058 -2.192 1.285
S 3.067 -0.699 1.112
O 2.916 -0.033 2.384
O 4.368 -1.221 0.800
O 2.598 0.188 -0.005
H -0.247 -4.434 0.239
H 0.513 -5.618 2.267
H 2.266 -4.577 3.700
H 3.233 -2.414 3.055
C -1.270 3.535 -3.530
Si -0.152 2.069 -3.733
C -1.086 0.462 -3.691
C 0.715 2.163 -5.391
Se 1.686 2.206 -2.294
H -2.019 3.540 -4.328
H -0.702 4.467 -3.575
H -1.792 3.478 -2.579
H -1.836 0.504 -4.489
H -1.609 0.310 -2.750
H -0.434 -0.393 -3.875
H -0.031 2.216 -6.191
H 1.329 1.276 -5.557
H 1.355 3.044 -5.459
*
```

Expectation value of S²   0.778
LUMO energy (spin up / spin down)   1.21 / 2.03 eV
Energy above the lowest of the compared OMol25 structures with the same formula, charge and spin   3.3 kcal per mole
Total energy   -5919.64939 Eh
HOMO energy (spin up / spin down)   -0.2150 / -0.2208 Eh


The following is a DFT calculation (ωB97M-V with the def2-TZVPD basis set) of a single C17H21O5P molecule in a non-equilibrium geometry.

ORCA input file:
```
! RIJCOSX wB97M-V def2-TZVPD def2/J DEFGRID3
* xyz 0 1
C -0.486 0.582 0.997
P -1.290 -0.463 -0.261
O -2.740 -0.691 -0.172
O -0.414 -1.815 -0.288
C -0.986 -3.014 0.191
C -1.402 -2.892 1.661
O -0.420 -2.266 2.448
C 0.741 -2.924 2.746
C 0.984 -4.274 2.526
C 2.197 -4.826 2.906
C 3.173 -4.052 3.505
C 2.930 -2.706 3.729
C 1.727 -2.145 3.354
O -0.822 0.156 -1.676
C -1.774 0.847 -2.456
C -2.311 2.082 -1.726
O -1.288 2.854 -1.148
C -0.438 3.566 -1.948
C 0.683 4.094 -1.307
C 1.596 4.855 -2.006
C 1.409 5.104 -3.357
C 0.297 4.587 -3.994
C -0.627 3.821 -3.301
H -0.889 1.588 0.938
H -0.671 0.159 1.978
H 0.580 0.600 0.796
H -0.209 -3.771 0.054
H -1.872 -3.280 -0.395
H -2.266 -2.227 1.719
H -1.677 -3.878 2.056
H 0.241 -4.908 2.068
H 2.374 -5.877 2.730
H 4.115 -4.491 3.795
H 3.683 -2.090 4.197
H 1.521 -1.099 3.524
H -2.621 0.196 -2.695
H -1.244 1.121 -3.373
H -2.915 1.744 -0.881
H -2.939 2.674 -2.403
H 0.814 3.892 -0.255
H 2.460 5.255 -1.497
H 2.125 5.696 -3.907
H 0.138 4.777 -5.045
H -1.488 3.438 -3.827
*
```

LUMO energy   0.83 eV
Energy above the lowest of the compared OMol25 structures with the same formula, charge and spin   0.0 kcal per mole
Total energy   -1378.01846 Eh
HOMO energy   -0.3181 Eh
SMILES   CP(=O)(OCCOc1ccccc1)OCCOc1ccccc1